ORCA calculation (wB97M-V/def2-TZVPD) on a molecular structure, C2H3NS2 in a non-equilibrium geometry.

```
8
Properties=species:S:1:pos:R:3:forces:R:3:nbo_charge:R:1
S 1.546 -1.675 -0.001 0.05 0.29 -0.02 0.274
S 3.659 0.642 -0.019 0.15 -0.07 -0.14 -0.018
N 0.883 0.586 0.167 2.84 -1.14 -0.30 -0.626
C 2.203 -0.027 0.013 -2.52 1.35 0.48 -0.132
C 0.073 -0.597 0.074 -0.63 -0.43 0.12 -0.320
H -0.514 -0.773 0.977 -0.03 -0.06 -0.08 0.207
H 0.657 1.503 -0.186 0.03 -0.03 -0.04 0.408
H -0.561 -0.687 -0.810 0.12 0.08 -0.01 0.206
```
Positions in Å, forces in eV/Å.

Calculated values
- strongest force on any atom (eV/A) = 3.07
- lowest unoccupied orbital energy (Eh) = 0.0182
- orbital gap (eV) = 9.36
- total charge = 0